Here is 11 unconnected molecules or ions with the total composition C92H196N10O11 at a distorted geometry from the OMol25 dataset. Energies are from the ωB97M-V functional and the def2-TZVPD basis.

Computed properties:
multiplicity: 1
orbital gap: 8.5803 eV
calculated total energy: -135990.9374 eV
structure (SMILES): CC1(C)CCCC(C)(C)N1O.CC1(C)CCCC(C)(C)N1O.CC1(C)CCCC(C)(C)N1O.CC1(C)CCCC(C)(C)N1O.CC1(C)CCCC(C)(C)N1O.CC1(C)CCCC(C)(C)N1O.CC1(C)CCCC(C)(C)N1O.CC1(C)CCCC(C)(C)N1O.CC1(C)CCCC(C)(C)N1O.CC1(C)CCCC(C)(C)N1O.CCO

Last column: Mulliken charge in e.
CARTESIAN COORDINATES (ANGSTROEM)
C  -1.587  -0.911  7.313  -2.104
C  -0.266  -1.493  7.854  2.108
C  -0.030  -1.031  9.316  -1.194
C  -1.042  -1.719  10.291  -0.850
C  -1.051  -3.232  10.083  -1.176
C  -1.110  -3.810  8.604  1.546
N  -0.192  -2.980  7.806  0.107
O  -0.435  -3.278  6.377  -0.336
C  -0.507  -5.249  8.588  -1.936
C  -2.589  -3.878  8.075  -1.619
C  0.944  -1.097  7.001  -1.937
H  -1.565  0.107  7.167  0.856
H  -2.344  -1.118  8.047  0.246
H  -1.875  -1.493  6.331  0.274
H  0.994  -1.327  9.605  0.407
H  -0.023  0.118  9.458  0.303
H  -2.006  -1.342  10.158  0.405
H  -0.826  -1.552  11.312  0.473
H  -1.904  -3.721  10.538  0.364
H  -0.165  -3.672  10.542  0.412
H  0.562  -5.181  8.875  0.437
H  -0.966  -5.928  9.202  0.463
H  -0.465  -5.534  7.490  0.322
H  -3.070  -2.927  8.082  0.354
H  -2.517  -4.177  6.999  0.228
H  -3.135  -4.582  8.601  0.599
H  1.280  -0.035  6.996  0.402
H  0.669  -1.299  5.936  0.215
H  1.889  -1.672  7.167  0.406
H  0.347  -3.848  6.043  0.227
C  1.021  -2.296  -7.027  -1.290
C  2.312  -3.029  -6.431  1.962
C  3.002  -2.335  -5.221  -1.464
C  2.021  -2.245  -4.036  1.782
C  1.673  -3.668  -3.553  0.055
C  1.066  -4.524  -4.689  2.042
N  1.936  -4.400  -5.888  0.103
O  1.418  -5.090  -7.031  -0.503
C  1.182  -6.016  -4.284  -1.918
C  -0.442  -4.289  -4.971  -1.905
C  3.374  -3.271  -7.519  -2.055
H  0.506  -3.043  -7.665  0.442
H  1.293  -1.411  -7.645  0.314
H  0.323  -1.987  -6.274  0.081
H  3.869  -2.922  -4.946  0.503
H  3.359  -1.278  -5.549  0.124
H  1.124  -1.666  -4.323  -1.043
H  2.397  -1.831  -3.114  -0.605
H  0.956  -3.690  -2.746  -0.686
H  2.570  -4.148  -3.189  0.062
H  0.747  -6.614  -5.088  0.566
H  2.234  -6.460  -4.035  0.230
H  0.663  -6.213  -3.358  0.323
H  -0.623  -4.708  -5.959  0.424
H  -1.068  -4.729  -4.198  0.500
H  -0.604  -3.232  -4.999  0.191
H  3.688  -2.289  -7.951  0.373
H  2.896  -3.830  -8.332  0.470
H  4.266  -3.804  -7.166  0.370
H  1.982  -5.888  -7.050  0.385
C  -1.188  8.131  -1.153  -2.167
C  -1.138  6.700  -0.542  1.431
C  0.329  6.416  -0.242  -0.987
C  0.641  5.324  0.796  0.587
C  -0.278  5.564  1.966  -2.056
C  -1.759  5.613  1.626  1.941
N  -1.930  6.773  0.725  0.081
O  -3.308  6.760  0.441  -0.486
C  -2.196  4.259  1.112  0.043
C  -2.530  5.917  2.933  -2.157
C  -1.673  5.666  -1.568  -0.531
H  -0.429  8.201  -2.023  0.139
H  -0.865  8.829  -0.385  0.493
H  -2.118  8.409  -1.530  0.564
H  0.787  6.169  -1.176  -0.125
H  0.831  7.288  0.199  1.082
H  1.640  5.612  1.138  0.795
H  0.444  4.332  0.293  -0.886
H  0.027  6.530  2.478  0.246
H  -0.053  4.736  2.661  0.498
H  -2.144  3.507  1.918  0.307
H  -3.273  4.267  0.719  0.391
H  -1.539  3.791  0.422  -1.163
H  -3.576  6.108  2.664  0.463
H  -2.305  5.114  3.665  0.290
H  -2.250  6.902  3.457  0.348
H  -1.409  5.908  -2.596  0.447
H  -2.742  5.669  -1.463  0.658
H  -1.267  4.629  -1.336  -0.695
H  -3.557  7.605  0.730  0.419
C  3.853  -4.388  -0.374  -1.590
C  2.971  -5.326  0.567  1.658
C  3.761  -6.586  1.079  -1.296
C  4.818  -6.222  2.066  -0.648
C  4.228  -5.520  3.267  -1.319
C  3.428  -4.278  2.893  1.995
N  2.539  -4.608  1.713  -0.150
O  1.893  -3.394  1.255  0.264
C  2.446  -4.019  4.084  -2.137
C  4.359  -3.049  2.524  -1.345
C  1.751  -5.849  -0.270  -1.579
H  3.900  -4.862  -1.361  0.562
H  4.698  -4.122  0.165  0.621
H  3.341  -3.478  -0.463  -0.287
H  3.084  -7.307  1.537  0.325
H  4.154  -7.115  0.193  0.449
H  5.635  -5.584  1.705  0.293
H  5.472  -7.085  2.344  0.399
H  5.008  -5.164  3.982  0.530
H  3.603  -6.240  3.819  0.324
H  1.809  -4.889  4.226  0.691
H  3.063  -3.924  5.033  0.405
H  1.826  -3.049  3.989  0.085
H  3.653  -2.185  2.449  -0.012
H  5.122  -2.853  3.306  0.481
H  4.964  -3.094  1.642  0.217
H  1.167  -4.976  -0.631  -0.057
H  1.134  -6.526  0.303  0.507
H  2.046  -6.423  -1.140  0.484
H  0.962  -3.502  1.445  0.039
C  -3.801  0.231  3.252  -0.115
C  -4.775  0.805  4.280  2.184
C  -4.651  2.292  4.589  -1.961
C  -4.925  3.107  3.355  1.435
C  -6.437  2.842  2.992  -1.914
C  -6.813  1.344  2.777  2.095
N  -6.227  0.661  3.913  -0.079
O  -6.488  -0.774  3.689  -0.235
C  -8.331  1.249  2.885  -2.113
C  -6.317  0.905  1.370  -0.659
C  -4.550  0.040  5.605  -2.286
H  -3.567  0.938  2.486  -0.433
H  -4.302  -0.642  2.678  -0.253
H  -2.902  -0.134  3.777  0.422
H  -5.364  2.588  5.348  0.522
H  -3.793  2.564  5.095  0.578
H  -4.273  2.808  2.522  -1.043
H  -4.860  4.143  3.552  0.293
H  -6.808  3.464  2.160  0.433
H  -7.034  3.260  3.819  0.435
H  -8.864  1.919  2.238  0.407
H  -8.726  0.277  2.613  0.284
H  -8.560  1.589  3.910  0.519
H  -5.199  1.002  1.256  -0.147
H  -6.574  -0.184  1.281  -0.529
H  -6.887  1.431  0.642  0.707
H  -5.300  0.426  6.357  0.467
H  -3.548  0.264  5.897  0.205
H  -4.682  -1.010  5.505  0.490
H  -7.289  -0.978  4.226  0.271
C  5.545  -1.362  -0.967  -0.928
C  5.791  0.160  -1.152  2.918
C  5.825  0.925  0.251  -0.345
C  7.061  0.583  1.063  -0.826
C  8.314  0.932  0.311  -1.025
C  8.352  0.239  -1.119  1.571
N  7.077  0.491  -1.823  -0.093
O  7.086  -0.267  -3.034  -0.484
C  9.418  0.865  -1.942  -1.905
C  8.744  -1.243  -0.999  -1.665
C  4.592  0.657  -1.981  -1.447
H  6.190  -1.771  -0.177  -0.130
H  5.783  -1.872  -1.901  0.575
H  4.486  -1.615  -0.654  -0.897
H  5.873  1.955  0.000  0.221
H  4.882  0.743  0.799  -0.224
H  6.948  -0.462  1.361  0.189
H  7.065  1.207  1.908  0.556
H  9.185  0.572  0.913  0.370
H  8.366  2.022  0.189  0.338
H  10.399  0.554  -1.526  0.358
H  9.313  0.577  -2.990  0.388
H  9.416  1.903  -1.920  0.446
H  9.740  -1.207  -0.493  0.544
H  8.058  -1.818  -0.364  0.221
H  8.881  -1.602  -2.061  0.460
H  3.713  0.412  -1.318  -0.382
H  4.413  0.220  -2.946  0.270
H  4.654  1.741  -2.108  0.326
H  7.091  -1.191  -2.718  0.391
C  4.565  7.363  0.371  -1.795
C  5.485  6.578  -0.639  2.173
C  5.140  5.066  -0.455  -2.119
C  3.774  4.765  -0.997  2.172
C  3.623  5.265  -2.403  -0.598
C  4.139  6.663  -2.749  1.019
N  5.455  6.793  -2.118  0.170
O  5.992  8.089  -2.427  -0.515
C  4.267  6.684  -4.318  -1.865
C  3.170  7.831  -2.289  -0.993
C  6.978  6.802  -0.243  -1.992
H  4.640  8.426  0.174  0.410
H  5.034  7.175  1.326  0.498
H  3.442  7.176  0.450  0.165
H  5.866  4.524  -0.996  0.618
H  5.080  4.827  0.604  0.546
H  3.085  5.349  -0.385  -1.144
H  3.526  3.653  -0.885  -0.991
H  2.553  5.113  -2.710  -0.318
H  4.140  4.619  -3.058  0.729
H  4.776  7.637  -4.626  0.338
H  4.774  5.808  -4.751  0.362
H  3.267  6.648  -4.707  0.362
H  2.606  7.575  -1.394  0.417
H  3.658  8.803  -2.162  0.089
H  2.446  7.981  -3.145  0.374
H  7.511  6.385  -1.067  0.482
H  7.143  6.322  0.690  0.488
H  7.226  7.920  -0.220  0.297
H  5.345  8.798  -2.225  0.414
C  -8.401  -3.739  1.836  -2.051
C  -7.298  -4.234  0.923  2.336
C  -6.091  -3.440  1.420  -0.315
C  -4.798  -3.980  0.800  -0.162
C  -4.710  -5.458  0.989  -1.917
C  -5.925  -6.232  0.451  2.033
N  -7.098  -5.698  1.027  0.053
O  -8.203  -6.433  0.591  -0.494
C  -5.971  -6.274  -1.088  -1.696
C  -5.810  -7.639  0.929  -2.011
C  -7.616  -3.816  -0.486  -1.632
H  -8.387  -4.151  2.817  0.519
H  -9.396  -4.037  1.464  0.496
H  -8.458  -2.659  1.839  0.110
H  -6.184  -2.371  1.216  -0.906
H  -6.120  -3.538  2.485  0.579
H  -3.988  -3.472  1.180  0.961
H  -4.918  -3.729  -0.230  -0.212
H  -4.613  -5.697  2.043  0.397
H  -3.804  -5.812  0.483  0.431
H  -6.980  -6.533  -1.332  0.398
H  -5.713  -5.317  -1.548  0.252
H  -5.275  -7.021  -1.520  0.437
H  -6.764  -8.140  0.606  0.411
H  -4.896  -8.151  0.537  0.381
H  -5.756  -7.646  1.998  0.469
H  -8.233  -4.565  -0.964  0.360
H  -6.742  -3.809  -1.112  0.066
H  -8.058  -2.826  -0.520  0.404
H  -8.644  -6.698  1.416  0.374
C  -1.824  4.554  -5.273  -1.607
C  -1.690  3.068  -4.894  1.831
C  -2.169  2.181  -6.066  -1.040
C  -1.045  2.076  -7.092  -1.121
C  0.175  1.429  -6.518  -0.050
C  0.733  2.437  -5.441  1.474
N  -0.387  2.716  -4.438  0.809
O  -0.008  3.656  -3.428  0.632
C  1.908  1.837  -4.728  -0.917
C  1.247  3.728  -6.154  -1.909
C  -2.653  2.810  -3.778  -0.636
H  -1.576  4.651  -6.354  0.535
H  -1.226  5.295  -4.719  -0.112
H  -2.878  4.848  -5.187  0.481
H  -2.426  1.126  -5.806  0.067
H  -3.037  2.739  -6.438  0.606
H  -0.769  3.087  -7.546  0.357
H  -1.170  1.547  -8.018  0.505
H  0.964  1.347  -7.306  0.678
H  0.054  0.402  -6.140  -0.682
H  1.566  0.907  -4.243  -0.456
H  2.737  1.453  -5.415  0.489
H  2.341  2.587  -4.081  -0.288
H  1.902  3.418  -6.936  0.503
H  0.401  4.248  -6.538  0.605
H  1.869  4.402  -5.527  -0.137
H  -3.716  2.992  -3.949  0.787
H  -2.241  3.231  -2.863  -0.921
H  -2.517  1.734  -3.546  -0.353
H  0.247  3.046  -2.693  -0.055
C  1.244  1.061  -1.261  0.563
C  0.707  0.322  -0.011  2.585
C  -0.302  1.131  0.768  -1.349
C  -1.685  1.143  0.133  0.781
C  -2.094  -0.310  -0.050  0.235
C  -1.161  -1.184  -0.900  2.801
N  0.193  -1.030  -0.324  0.250
O  1.097  -1.739  -1.177  3.126
C  -1.521  -2.685  -0.865  -1.572
C  -1.263  -0.712  -2.324  -0.272
C  1.935  0.019  0.796  -1.619
H  0.455  1.654  -1.707  -1.528
H  1.568  0.330  -1.993  -0.909
H  1.990  1.794  -1.071  0.377
H  -0.337  0.777  1.781  0.847
H  0.164  2.115  0.841  -0.130
H  -1.692  1.667  -0.844  -1.105
H  -2.459  1.633  0.708  0.220
H  -3.129  -0.358  -0.497  -1.301
H  -2.200  -0.764  0.895  0.724
H  -0.707  -3.158  -1.453  -0.331
H  -1.370  -3.214  0.082  0.227
H  -2.464  -2.911  -1.336  0.119
H  -1.142  0.364  -2.273  -1.310
H  -0.411  -1.059  -2.857  -0.414
H  -2.206  -0.979  -2.780  0.921
H  2.772  -0.457  0.223  -0.772
H  1.713  -0.646  1.618  0.239
H  2.347  0.885  1.228  1.161
H  1.577  -2.306  -0.599  -1.405
C  -5.318  0.396  -3.159  -0.981
C  -5.832  -0.936  -2.579  -0.181
O  -4.811  -1.752  -1.991  -0.296
H  -4.442  0.229  -3.733  0.069
H  -5.062  1.070  -2.360  0.243
H  -6.079  0.932  -3.765  0.471
H  -6.313  -1.589  -3.339  0.391
H  -6.610  -0.740  -1.739  0.061
H  -4.247  -1.189  -1.432  -0.370